25
Properties=species:S:1:pos:R:3:lowdin_charge:R:1 method="wB97M-V/def2-TZVPD" energy_ha=-1004.9479 total_charge=+2
Tl 0.372 -1.427 1.085 0.846
C 0.157 -2.625 5.735 -0.361
Te -0.957 -3.398 4.123 1.428
C 0.085 -5.221 3.960 -0.360
H 1.216 -2.752 5.520 0.035
H -0.124 -3.197 6.619 0.041
H -0.105 -1.578 5.865 0.025
H -0.200 -5.827 4.821 0.041
H 1.153 -5.015 3.977 0.036
H -0.217 -5.711 3.039 0.026
C 1.610 3.072 -2.822 -0.152
Si -0.139 2.429 -2.994 0.476
C -0.497 1.450 -4.517 -0.166
C -1.462 3.567 -2.386 -0.167
C 0.020 1.129 -1.602 -0.044
C 0.140 0.255 -0.685 -0.144
H 1.754 3.864 -3.562 0.057
H 2.348 2.294 -3.016 0.047
H 1.781 3.500 -1.834 0.047
H -0.476 2.096 -5.398 0.052
H -1.489 1.001 -4.464 0.047
H 0.243 0.663 -4.665 0.047
H -1.548 4.436 -3.042 0.052
H -1.236 3.928 -1.382 0.046
H -2.431 3.067 -2.375 0.046



16
Properties=species:S:1:pos:R:3:lowdin_charge:R:1 method="wB97M-V/def2-TZVPD" smiles="C=C1C[C@@H]1C.O=P" energy_ha=-612.4029 e_above_lowest_kj_mol=246.8
C 1.572 0.198 0.977 0.020
C 0.485 0.295 0.256 -0.284
C -0.416 1.146 -0.527 -0.067
C -0.651 -0.352 -0.410 -0.292
C -1.831 -0.851 0.391 -0.068
H 2.166 1.065 1.222 0.058
H 1.904 -0.746 1.387 0.052
H -0.070 1.553 -1.467 0.102
H -1.088 1.800 0.009 0.106
H -0.432 -0.950 -1.288 0.134
H -2.747 -0.764 -0.192 0.074
H -1.938 -0.266 1.300 0.080
H -1.691 -1.898 0.659 0.074
O 5.360 0.632 0.429 -0.582
P 4.816 -0.558 -0.205 0.732
H 3.920 -0.029 -1.239 -0.137



61
Properties=species:S:1:pos:R:3:lowdin_charge:R:1 method="wB97M-V/def2-TZVPD" smiles=CCCn1ncc(CN2CCN(CCc3ccccc3)[C@H](CCO)C2)c1C energy_ha=-1152.9625 e_above_lowest_kj_mol=0.0
C -6.690 -0.387 -0.858 -0.105
C -6.278 -1.740 -0.292 -0.233
C -4.774 -1.994 -0.434 -0.145
N -4.012 -1.078 0.370 -0.130
N -4.040 -1.197 1.697 0.081
C -3.294 -0.218 2.169 -0.105
C -2.771 0.563 1.129 -0.183
C -1.880 1.756 1.228 -0.153
N -0.663 1.563 0.454 -0.166
C 0.125 2.774 0.341 -0.168
C 1.295 2.513 -0.612 -0.152
N 2.139 1.405 -0.192 -0.146
C 3.065 1.732 0.885 -0.174
C 4.498 1.277 0.551 -0.122
C 4.667 -0.215 0.577 -0.245
C 4.519 -0.917 1.769 -0.056
C 4.660 -2.292 1.803 -0.085
C 4.963 -2.988 0.644 -0.093
C 5.127 -2.297 -0.544 -0.086
C 4.979 -0.921 -0.577 -0.056
C 1.339 0.203 0.059 -0.273
C 0.824 -0.420 -1.246 -0.122
C 1.957 -0.822 -2.191 -0.260
O 2.690 0.274 -2.671 -0.082
C 0.160 0.500 1.000 -0.131
C -3.259 -0.027 -0.027 -0.227
C -3.023 0.344 -1.445 -0.007
H -7.757 -0.230 -0.724 0.069
H -6.162 0.416 -0.348 0.070
H -6.468 -0.331 -1.922 0.070
H -6.530 -1.786 0.769 0.102
H -6.816 -2.537 -0.808 0.106
H -4.465 -1.887 -1.476 0.118
H -4.548 -3.009 -0.094 0.124
H -3.156 -0.101 3.226 0.105
H -1.662 1.959 2.292 0.128
H -2.392 2.634 0.817 0.126
H 0.507 3.104 1.327 0.125
H -0.504 3.571 -0.063 0.123
H 0.895 2.277 -1.600 0.119
H 1.912 3.410 -0.705 0.125
H 2.760 1.284 1.838 0.112
H 3.083 2.817 1.024 0.120
H 5.168 1.725 1.290 0.119
H 4.767 1.664 -0.433 0.117
H 4.295 -0.381 2.681 0.113
H 4.538 -2.823 2.736 0.101
H 5.074 -4.062 0.669 0.099
H 5.369 -2.831 -1.452 0.106
H 5.103 -0.392 -1.511 0.112
H 1.998 -0.527 0.542 0.145
H 0.252 -1.313 -0.990 0.123
H 0.153 0.276 -1.747 0.102
H 2.624 -1.526 -1.668 0.099
H 1.548 -1.327 -3.071 0.117
H 2.872 0.833 -1.895 0.047
H 0.541 0.773 2.003 0.126
H -0.455 -0.395 1.110 0.126
H -2.602 -0.493 -2.002 0.083
H -2.315 1.167 -1.472 0.071
H -3.948 0.652 -1.933 0.076



165
Properties=species:S:1:pos:R:3:lowdin_charge:R:1 method="wB97M-V/def2-TZVPD" energy_ha=-3697.8330 e_above_lowest_kj_mol=102.8
C 6.912 1.777 2.223 -0.043
C 6.045 2.777 1.466 -0.376
C 6.746 3.408 0.261 -0.210
O 7.938 4.069 0.666 -0.178
C 8.222 5.225 -0.120 -0.102
N 4.805 2.128 0.939 0.026
H 6.335 0.913 2.537 0.058
H 7.313 2.274 3.107 0.082
H 7.776 1.485 1.627 0.063
H 5.671 3.569 2.120 0.139
H 6.028 4.043 -0.266 0.118
H 7.002 2.581 -0.411 0.102
H 8.899 5.774 0.542 0.085
H 7.315 5.798 -0.304 0.085
H 8.818 5.071 -1.025 0.081
H 4.999 1.340 0.305 0.046
H 4.429 2.748 0.212 0.063
C 2.237 -1.568 0.373 -0.078
C 1.369 -0.506 -0.340 -0.375
C 0.280 0.040 0.561 -0.223
O -0.466 1.022 -0.084 -0.150
C -1.563 1.503 0.668 -0.093
N 2.374 0.539 -0.707 0.070
H 2.898 -2.046 -0.351 0.058
H 1.509 -2.276 0.791 0.043
H 2.849 -1.213 1.203 0.070
H 1.021 -0.942 -1.276 0.100
H 0.630 0.292 1.574 0.120
H -0.330 -0.858 0.794 0.107
H -1.243 2.133 1.502 0.073
H -2.125 0.653 1.086 0.060
H -2.191 2.015 -0.058 0.083
H 2.450 1.116 0.125 0.049
H 3.276 0.119 -0.886 0.033
C -5.668 1.370 -0.794 -0.054
C -6.742 1.705 -1.784 -0.414
C -8.045 2.231 -1.197 -0.245
O -8.973 2.721 -2.139 -0.166
C -10.254 2.790 -1.563 -0.131
N -6.198 2.747 -2.710 0.038
H -6.051 0.841 0.083 0.059
H -5.151 2.265 -0.437 0.081
H -4.909 0.748 -1.261 0.058
H -7.048 0.913 -2.477 0.144
H -7.828 2.973 -0.408 0.126
H -8.454 1.420 -0.569 0.124
H -10.807 3.437 -2.254 0.089
H -10.381 3.271 -0.589 0.088
H -10.841 1.866 -1.551 0.088
H -7.025 3.154 -3.152 0.057
H -5.948 3.560 -2.141 0.062
C -5.594 3.159 3.128 -0.061
C -5.579 1.848 3.902 -0.418
C -5.244 0.653 3.016 -0.170
O -5.376 -0.522 3.818 -0.195
C -6.562 -1.260 3.644 -0.104
N -4.738 1.949 5.121 0.037
H -6.058 3.957 3.711 0.079
H -6.169 3.062 2.203 0.069
H -4.609 3.518 2.818 0.066
H -6.615 1.832 4.270 0.136
H -4.232 0.607 2.615 0.128
H -5.951 0.737 2.186 0.101
H -6.727 -1.887 4.515 0.092
H -6.544 -1.922 2.765 0.055
H -7.390 -0.591 3.384 0.092
H -4.908 1.062 5.593 0.080
H -5.208 2.653 5.684 0.086
C -1.016 -4.929 -2.631 -0.054
C 0.408 -4.964 -2.087 -0.421
C 1.421 -5.383 -3.143 -0.217
O 1.166 -6.658 -3.661 -0.165
C 1.993 -6.959 -4.745 -0.123
N 0.674 -3.611 -1.621 0.049
H -1.752 -4.564 -1.916 0.055
H -1.403 -5.882 -3.007 0.078
H -1.013 -4.314 -3.535 0.075
H 0.513 -5.656 -1.234 0.125
H 2.446 -5.198 -2.799 0.130
H 1.268 -4.663 -3.969 0.125
H 3.058 -6.760 -4.599 0.093
H 1.691 -6.379 -5.632 0.089
H 1.848 -7.993 -5.056 0.086
H 0.154 -3.396 -0.777 0.066
H 1.648 -3.437 -1.386 0.052
C 3.258 -1.605 -3.644 -0.673
O 3.986 -2.452 -3.137 0.000
N 1.900 -1.642 -3.603 0.167
N 3.716 -0.518 -4.346 0.154
H 1.409 -2.274 -2.983 0.043
H 1.347 -0.902 -3.991 0.081
H 4.705 -0.362 -4.397 0.084
H 3.100 0.253 -4.518 0.091
C -1.863 4.956 -0.034 -0.695
O -1.090 4.410 -0.813 0.039
N -3.045 5.516 -0.428 0.145
N -1.577 5.023 1.296 0.160
H -3.314 5.348 -1.381 0.099
H -3.410 6.291 0.091 0.085
H -2.177 5.503 1.937 0.081
H -0.594 4.853 1.442 0.105
C 3.912 -4.890 0.731 -0.686
O 4.346 -5.579 -0.191 0.011
N 4.761 -4.328 1.650 0.145
N 2.599 -4.676 0.966 0.168
H 5.684 -4.706 1.496 0.099
H 4.547 -3.783 2.460 0.091
H 1.953 -4.962 0.256 0.071
H 2.338 -4.311 1.862 0.085
C 2.521 1.043 3.495 -0.669
O 1.677 0.463 4.184 -0.016
N 2.324 2.251 2.909 0.185
N 3.795 0.581 3.296 0.154
H 2.952 2.701 2.271 0.076
H 1.407 2.630 3.124 0.058
H 3.960 -0.382 3.525 0.091
H 4.408 1.111 2.684 0.033
C -0.743 -4.999 1.580 -0.680
O -0.036 -4.072 1.969 0.004
N -1.938 -4.812 0.958 0.175
N -0.426 -6.300 1.840 0.165
H -2.481 -5.569 0.592 0.106
H -2.220 -3.849 0.904 0.046
H -1.026 -7.060 1.587 0.097
H 0.398 -6.430 2.400 0.106
C 4.699 3.184 -2.913 -0.676
O 3.814 3.287 -2.073 0.020
N 5.537 2.110 -2.985 0.149
N 5.024 4.198 -3.781 0.139
H 5.580 1.419 -2.227 0.036
H 6.045 2.001 -3.843 0.087
H 5.826 4.201 -4.383 0.082
H 4.556 5.083 -3.716 0.097
C -2.284 -0.256 -3.635 -0.669
O -2.044 0.784 -3.058 0.045
N -3.340 -1.070 -3.304 0.159
N -1.514 -0.755 -4.674 0.142
H -3.974 -0.717 -2.613 0.055
H -3.387 -1.941 -3.793 0.088
H -0.786 -0.144 -4.995 0.090
H -1.637 -1.675 -5.044 0.079
C -4.275 -2.153 -0.014 -0.649
O -4.939 -1.857 -1.000 0.013
N -2.952 -1.885 0.166 0.178
N -4.830 -2.861 1.024 0.153
H -2.462 -1.356 -0.541 0.109
H -2.575 -2.050 1.080 0.084
H -4.290 -2.953 1.869 0.091
H -5.816 -2.956 1.174 0.086
C 6.705 -0.517 -0.664 -0.601
O 5.885 0.299 -1.078 -0.028
N 8.039 -0.220 -0.542 0.164
N 6.433 -1.817 -0.334 0.193
H 8.269 0.598 -1.084 0.110
H 8.680 -0.746 0.013 0.102
H 7.244 -2.401 -0.293 0.095
H 5.535 -2.264 -0.427 0.094
C -0.982 3.063 4.249 -0.673
O -0.029 3.758 3.895 -0.009
N -0.909 1.713 4.472 0.168
N -2.251 3.501 4.419 0.151
H 0.010 1.275 4.377 0.053
H -1.681 1.216 4.872 0.087
H -2.503 4.428 4.133 0.083
H -2.984 2.885 4.750 0.036



78
Properties=species:S:1:pos:R:3:lowdin_charge:R:1 method="wB97M-V/def2-TZVPD" energy_ha=-7347.7668 e_above_lowest_kj_mol=0.0 total_charge=-2
K -2.452 1.564 0.950 0.786
Cl -8.087 0.952 -3.779 0.553
C -7.086 0.751 -2.363 -0.760
C -7.055 -0.483 -1.776 -0.788
Cl -8.119 -1.724 -2.328 0.583
C -6.020 -0.804 -0.867 -0.621
Cl -6.191 -2.207 0.157 0.600
C -5.084 0.207 -0.410 -0.453
O -4.262 -0.096 0.509 -0.252
C -5.074 1.540 -1.048 -0.499
O -4.260 2.478 -0.710 -0.228
C -6.124 1.732 -1.969 -0.577
Cl -6.372 3.423 -2.598 0.523
C -3.638 0.983 4.212 -0.184
Si -1.961 0.145 4.359 0.321
C -2.215 -1.575 3.670 -0.165
C -1.468 0.169 6.176 -0.195
N -0.847 1.029 3.357 -0.124
C 0.444 0.753 3.198 -0.421
C 1.289 1.612 2.397 -0.083
C 2.583 1.358 2.157 -0.157
C 3.177 0.220 2.683 -0.169
C 2.446 -0.580 3.542 -0.159
C 1.094 -0.389 3.797 -0.067
H -4.207 0.468 5.002 0.018
H -4.133 0.688 3.204 0.051
H -3.679 2.042 4.318 0.006
H -1.307 -2.090 3.396 0.012
H -2.715 -1.332 2.735 0.015
H -2.935 -2.200 4.232 0.033
H -2.467 -0.152 6.722 0.054
H -1.253 1.127 6.492 -0.029
H -0.608 -0.457 6.553 0.030
H 0.686 2.371 1.931 0.083
H 3.066 2.042 1.513 0.077
H 4.192 -0.046 2.532 0.044
H 2.965 -1.477 3.921 0.096
H 0.548 -0.978 4.515 0.063
Br 0.973 1.432 -4.525 0.720
C -0.831 1.022 -4.184 -0.773
C -1.801 1.818 -4.750 -0.129
C -3.144 1.590 -4.355 -0.035
C -3.414 0.505 -3.518 -0.023
C -2.322 -0.147 -2.930 -0.109
N -1.077 0.065 -3.288 0.029
H -1.580 2.746 -5.326 0.104
H -3.960 2.253 -4.672 0.112
H -4.472 0.441 -3.269 0.095
H -2.538 -0.738 -2.058 0.115
C 2.040 -2.434 0.373 -0.090
C 1.250 -1.317 -0.301 -0.212
C 1.434 -1.478 -1.809 -0.265
N 2.789 -1.184 -2.206 0.012
C 3.313 -1.630 -3.352 -0.836
S 2.487 -2.714 -4.325 0.625
N 4.523 -1.112 -3.830 0.082
C 5.173 0.062 -3.458 -0.411
O 5.614 0.849 -4.263 0.094
C 5.566 0.231 -2.007 -0.163
C 5.716 1.484 -1.419 -0.006
C 6.026 1.465 -0.024 -0.087
C 6.158 0.331 0.732 -0.118
C 5.950 -0.891 0.126 -0.061
C 5.620 -0.933 -1.234 -0.037
H 2.028 -2.282 1.456 0.049
H 3.056 -2.391 -0.096 0.069
H 1.557 -3.429 0.209 0.085
H 1.600 -0.330 -0.016 0.095
H 0.180 -1.375 -0.112 0.114
H 0.719 -0.862 -2.368 0.076
H 1.127 -2.435 -2.104 0.061
H 3.024 -0.255 -1.879 0.144
H 4.503 -1.284 -4.811 0.093
H 5.542 2.469 -1.904 0.128
H 6.112 2.533 0.343 0.119
H 6.379 0.443 1.785 0.105
H 6.294 -1.742 0.735 0.117
H 5.520 -1.839 -1.748 0.095



2
Properties=species:S:1:pos:R:3:lowdin_charge:R:1 method="wB97M-V/def2-TZVPD" spin_multiplicity=6 energy_ha=-1448.3734 e_above_lowest_kj_mol=32.6 total_charge=+1
Mn 1.014 0.851 0.363 0.920
I -1.014 -0.851 -0.363 0.080



31
Properties=species:S:1:pos:R:3:lowdin_charge:R:1 method="wB97M-V/def2-TZVPD" energy_ha=-948.5397
C -1.519 0.448 2.699 -0.016
C -0.068 0.069 2.465 -0.487
O 0.783 0.361 3.272 0.091
N 0.275 -0.616 1.251 -0.063
C -0.259 0.074 0.050 -0.205
C 0.951 0.244 -0.949 -0.162
C 0.521 0.044 -2.399 -0.259
O 0.455 1.310 -3.084 -0.028
C 1.462 -0.861 -3.213 -0.563
F 0.931 -2.096 -3.324 0.133
F 2.695 -0.972 -2.700 0.144
F 1.613 -0.399 -4.469 0.136
C 0.069 -2.035 1.329 -0.449
C -1.281 -2.639 1.004 0.004
O 0.973 -2.759 1.667 0.110
H -2.081 -0.471 2.857 0.072
H -1.563 1.076 3.584 0.077
H -1.909 0.964 1.827 0.055
H -0.969 -0.541 -0.505 0.042
H 1.743 -0.437 -0.637 0.113
H 1.343 1.260 -0.861 0.076
H -0.477 -0.390 -2.473 0.144
H -0.275 1.766 -2.653 0.084
H -1.212 -3.714 1.132 0.084
H -1.494 -2.471 -0.053 0.073
H -2.101 -2.202 1.568 0.070
N 0.283 3.012 0.524 0.258
H 1.263 3.238 0.695 0.141
H 0.015 3.325 -0.406 0.129
H 0.133 1.948 0.577 0.060
H -0.300 3.464 1.225 0.135



58
Properties=species:S:1:pos:R:3:lowdin_charge:R:1 method="wB97M-V/def2-TZVPD" smiles="C[C@@H]1CCC[C@H](C)N1CCCNC(=O)Cn1ncc2c([nH]c3ccccc32)c1=O" energy_ha=-1280.0386 e_above_lowest_kj_mol=79.9
C -0.598 0.006 2.989 -0.051
C 0.399 1.065 3.459 -0.374
C -0.328 2.022 4.411 -0.170
C 0.627 3.071 4.957 -0.200
C 1.275 3.789 3.785 -0.170
C 1.965 2.791 2.847 -0.378
C 2.638 3.577 1.722 -0.056
N 0.967 1.841 2.355 -0.097
C 1.390 1.049 1.216 -0.195
C 2.572 0.088 1.453 -0.152
C 2.914 -0.702 0.194 -0.168
N 1.889 -1.680 -0.092 0.075
C 2.147 -2.900 -0.576 -0.476
O 3.250 -3.336 -0.822 0.065
C 0.867 -3.744 -0.774 -0.020
N -0.034 -3.189 -1.767 -0.045
N 0.041 -3.770 -2.962 0.103
C -0.720 -3.383 -3.934 -0.059
C -1.663 -2.348 -3.759 -0.072
C -1.733 -1.758 -2.494 -0.091
N -2.688 -0.788 -2.486 0.167
C -3.258 -0.724 -3.729 -0.184
C -4.270 0.102 -4.202 -0.013
C -4.655 -0.048 -5.517 -0.084
C -4.054 -0.996 -6.351 -0.090
C -3.051 -1.820 -5.891 -0.017
C -2.642 -1.689 -4.566 -0.109
C -0.882 -2.157 -1.414 -0.347
O -0.868 -1.660 -0.286 0.021
H -1.330 0.451 2.319 0.089
H -1.123 -0.394 3.853 0.080
H -0.118 -0.824 2.481 0.062
H 1.203 0.562 4.034 0.147
H -1.131 2.514 3.859 0.123
H -0.771 1.452 5.229 0.112
H 0.094 3.780 5.594 0.108
H 1.397 2.587 5.564 0.113
H 0.511 4.324 3.218 0.123
H 2.008 4.514 4.144 0.112
H 2.750 2.266 3.428 0.147
H 1.885 4.007 1.065 0.088
H 3.219 4.388 2.155 0.079
H 3.314 2.962 1.136 0.066
H 0.522 0.486 0.873 0.094
H 1.653 1.737 0.410 0.111
H 3.452 0.658 1.756 0.107
H 2.331 -0.610 2.257 0.114
H 3.855 -1.246 0.312 0.121
H 3.021 -0.015 -0.657 0.127
H 0.922 -1.423 0.086 0.083
H 0.336 -3.807 0.179 0.134
H 1.163 -4.735 -1.120 0.130
H -0.591 -3.906 -4.868 0.118
H -2.921 -0.225 -1.685 0.172
H -4.735 0.835 -3.560 0.111
H -5.438 0.579 -5.915 0.103
H -4.387 -1.078 -7.374 0.101
H -2.588 -2.551 -6.536 0.113